{"formula": "C32H40F24O16", "method": "ωB97M-V with the def2-TZVPD basis set", "e_tot_ha": -4843.9125, "largest_force_ev_per_a": 6.150, "smiles": "CCOC(=O)C(F)(F)F.CCOC(=O)C(F)(F)F.CCOC(=O)C(F)(F)F.CCOC(=O)C(F)(F)F.CCOC(=O)C(F)(F)F.CCOC(=O)C(F)(F)F.CCOC(=O)C(F)(F)F.CCOC(=O)C(F)(F)F", "symbols": ["C", "C", "O", "C", "O", "C", "F", "F", "F", "H", "H", "H", "H", "H", "C", "C", "O", "C", "O", "C", "F", "F", "F", "H", "H", "H", "H", "H", "C", "C", "O", "C", "O", "C", "F", "F", "F", "H", "H", "H", "H", "H", "C", "C", "O", "C", "O", "C", "F", "F", "F", "H", "H", "H", "H", "H", "C", "C", "O", "C", "O", "C", "F", "F", "F", "H", "H", "H", "H", "H", "C", "C", "O", "C", "O", "C", "F", "F", "F", "H", "H", "H", "H", "H", "C", "C", "O", "C", "O", "C", "F", "F", "F", "H", "H", "H", "H", "H", "C", "C", "O", "C", "O", "C", "F", "F", "F", "H", "H", "H", "H", "H"], "positions_angstrom": [[-2.479670, -2.794940, 3.828610], [-1.406230, -3.645590, 3.196900], [-0.362850, -3.605660, 4.091880], [0.880210, -3.522140, 3.627120], [1.205850, -3.229580, 2.507740], [1.856640, -3.707510, 4.781180], [1.966890, -2.547740, 5.433210], [1.398850, -4.622170, 5.581280], [2.987610, -4.200970, 4.351410], [-2.866520, -3.329740, 4.696040], [-3.280950, -2.649850, 3.104050], [-2.182510, -1.879890, 4.340950], [-1.147520, -3.268000, 2.207660], [-1.878300, -4.599500, 2.961740], [0.684880, -6.853420, 9.773010], [0.180960, -5.998560, 10.958040], [0.934390, -6.084850, 12.075610], [0.594460, -6.680790, 13.232070], [-0.517850, -7.204430, 13.410370], [1.635970, -6.413530, 14.390260], [2.787140, -6.018090, 13.890860], [1.142810, -5.396160, 15.156260], [1.711100, -7.486540, 15.196090], [1.722270, -6.564790, 9.603870], [0.140000, -6.557380, 8.876590], [0.654350, -7.912210, 10.030190], [-0.864780, -6.266180, 11.109380], [0.225410, -4.950620, 10.661470], [6.515280, -0.059770, 2.498230], [6.536630, 1.263370, 1.700360], [7.818610, 1.612710, 1.331050], [8.103810, 2.426800, 0.394030], [7.322550, 2.822740, -0.399280], [9.605040, 2.775520, 0.236070], [10.305610, 2.201200, 1.312700], [10.100120, 2.266660, -0.935040], [9.802620, 4.130930, 0.198670], [5.493260, -0.397500, 2.670030], [7.160200, 0.068330, 3.367590], [6.907520, -0.936060, 1.982120], [6.187790, 2.132230, 2.258480], [5.921440, 1.104480, 0.814700], [-11.944010, 2.619380, 3.304900], [-10.649510, 3.249510, 3.852340], [-9.556030, 2.363540, 4.033310], [-8.693310, 1.986000, 3.053630], [-8.663120, 2.553890, 1.899750], [-7.734390, 0.821250, 3.425890], [-6.544490, 1.369420, 3.657430], [-8.260850, 0.147470, 4.491790], [-7.782110, -0.091690, 2.475260], [-11.719710, 2.053830, 2.400490], [-12.640950, 3.435570, 3.114610], [-12.447740, 1.892910, 3.942550], [-10.714530, 3.675100, 4.853710], [-10.334050, 4.043300, 3.175230], [-1.073170, 3.496140, 2.475950], [-0.104280, 2.566000, 3.186710], [0.380770, 3.230630, 4.295510], [-0.244880, 3.116180, 5.588880], [-1.311810, 2.530780, 5.664700], [0.588610, 3.662570, 6.776590], [0.615520, 2.785560, 7.732740], [1.858730, 4.016560, 6.366330], [-0.029920, 4.746390, 7.275540], [-1.458870, 2.987230, 1.592580], [-0.520410, 4.326440, 2.036460], [-1.968750, 3.705340, 3.060990], [0.707220, 2.491910, 2.462770], [-0.459710, 1.545920, 3.332440], [2.402500, -7.249990, -0.736450], [3.511910, -6.843380, -1.744920], [4.804030, -7.548370, -1.442060], [5.404750, -8.431690, -2.270260], [4.879380, -8.620790, -3.354210], [6.733550, -8.956690, -1.789320], [7.230120, -8.411320, -0.694600], [6.688340, -10.341910, -1.561910], [7.618360, -8.811340, -2.728080], [1.505910, -6.681420, -0.983330], [2.840140, -7.018970, 0.234730], [2.156340, -8.311090, -0.776170], [3.779830, -5.804320, -1.553430], [3.121580, -6.875670, -2.762120], [-5.592420, -11.077900, 7.015620], [-4.234690, -11.675920, 7.185460], [-3.325560, -11.071190, 6.174590], [-2.837930, -9.858860, 6.351040], [-3.163630, -9.035770, 7.176190], [-1.827030, -9.510930, 5.206410], [-2.148390, -9.907570, 3.979150], [-1.693130, -8.255720, 5.102190], [-0.651600, -10.013140, 5.513720], [-5.550230, -9.991320, 7.090930], [-6.114190, -11.510550, 7.869250], [-5.980250, -11.305760, 6.022760], [-4.360820, -12.756320, 7.115290], [-3.847380, -11.436170, 8.175710], [10.425770, 0.058640, 10.144830], [10.173610, -1.490070, 10.107410], [8.799000, -1.895980, 10.273290], [7.836670, -1.731470, 9.343390], [7.975360, -1.309640, 8.235510], [6.421480, -2.223580, 9.866380], [6.454950, -2.645210, 11.111310], [5.529960, -1.257120, 9.761280], [5.859840, -3.148570, 9.072680], [9.684690, 0.534660, 10.786940], [10.609890, 0.549190, 9.189030], [11.205090, 0.289840, 10.870990], [10.797510, -2.042550, 10.809980], [10.570440, -1.934850, 9.194830]], "forces_ev_per_a": [[-0.91, -0.32, 0.64], [-2.16, 1.66, -1.57], [1.76, -1.32, 0.80], [-0.33, 0.99, -1.08], [0.02, -0.49, 0.50], [-0.80, -0.10, -0.75], [0.66, 0.02, 0.08], [-1.05, -1.03, 1.91], [1.65, 0.74, -0.58], [-0.39, -0.41, -0.16], [-0.11, 0.27, 0.24], [0.48, 0.35, -0.88], [0.48, 0.30, 0.17], [0.71, -0.67, 0.69], [0.72, 0.85, 1.04], [-2.26, -0.13, -2.99], [2.90, -0.64, 3.54], [-3.97, -0.48, -0.71], [3.54, 1.08, -0.01], [-1.91, 0.29, -0.05], [0.50, -0.49, 0.40], [0.34, -0.58, -0.55], [0.59, 0.58, -0.75], [0.15, -0.21, -0.11], [-0.22, -0.44, 0.10], [-0.24, 0.01, -0.36], [-0.04, 0.09, 0.47], [-0.11, 0.05, -0.04], [0.65, 0.48, -0.30], [-2.07, -1.13, -0.13], [3.09, -1.45, 2.02], [0.24, 0.31, -1.40], [-0.99, 1.27, -1.38], [1.38, -0.34, 0.74], [-0.71, 1.39, -2.07], [-0.59, 0.53, 1.63], [-0.18, -1.94, 0.36], [-0.05, 0.61, 0.65], [-0.56, -0.20, 0.41], [0.43, 0.40, -0.61], [-0.58, -0.33, 0.22], [-0.07, 0.41, -0.12], [0.64, -0.27, 0.31], [-0.23, 0.73, -0.43], [1.99, -2.43, -0.58], [-1.93, 3.93, -4.32], [0.13, -2.86, 5.11], [-2.70, 0.44, 0.86], [-0.03, -1.16, 0.01], [1.21, 0.90, 0.16], [1.23, 0.19, -0.85], [-0.02, 0.39, -0.28], [0.02, -0.10, -0.23], [0.26, 0.20, 0.46], [-0.55, 0.03, -0.12], [-0.03, 0.01, -0.08], [-0.66, -1.08, -0.81], [-0.92, 0.26, -1.98], [1.00, 0.79, 4.96], [-1.48, -2.26, -4.39], [2.20, 1.48, 0.90], [0.39, 1.53, -1.39], [0.59, -0.93, 0.52], [-1.69, -0.58, 0.84], [0.35, 0.07, -0.40], [-0.05, -0.29, -0.13], [-0.30, 0.43, 0.66], [0.32, 0.57, 0.14], [0.54, -0.20, 0.48], [-0.29, 0.19, 0.60], [1.55, -0.08, -0.58], [-0.09, -0.14, 0.55], [0.25, -0.32, 0.68], [-4.56, 2.48, -1.83], [1.95, -1.09, 1.10], [0.90, -2.75, 0.89], [-0.58, 0.33, 0.39], [-0.64, 1.69, -0.08], [0.84, 0.49, -1.38], [0.10, 0.14, 0.30], [-0.65, 0.02, 0.23], [0.11, 0.02, -0.12], [0.05, -0.08, 0.02], [0.77, -0.69, -0.15], [0.24, 0.41, 0.10], [0.22, 1.44, 0.05], [0.24, -1.51, 0.33], [-1.31, 0.67, 0.02], [0.66, -0.96, -0.55], [-0.72, -1.47, 0.27], [-0.66, -1.22, -0.35], [0.21, 3.82, 0.38], [1.25, -1.02, 0.39], [-0.10, -0.07, 0.28], [-0.87, 0.19, -0.38], [-0.38, -0.34, 0.29], [1.00, 0.06, -0.73], [0.21, 0.02, -0.10], [-0.20, -0.98, 1.48], [0.85, 0.74, -1.34], [-0.92, -0.06, 0.47], [0.90, -0.35, 0.13], [-0.13, 0.03, 0.24], [-0.19, 0.12, -0.96], [0.13, -0.36, 0.40], [-0.08, 1.78, 0.55], [1.14, -1.08, -0.01], [-0.98, 0.08, -0.84], [-0.33, -0.15, 0.22], [0.99, -0.41, -0.59], [-0.77, 0.28, 0.79], [-0.42, 0.36, -0.56]]}